No. 1
# C2H5ClS

2 unconnected molecules or ions with the total composition C2H5ClS (ωB97M-V/def2-TZVPD, the OMol25 dataset).

Its LUMO energy (alpha / beta) is -3.69 / -2.39 eV. The value obtained for the energy relative to the best compared isomer or geometry (same formula, charge and spin) is 311.5 kJ/mol. The calculation puts the HOMO energy (alpha / beta) at -9.55 / -9.43 eV. The value obtained for the gap between HOMO and LUMO (alpha / beta) is 0.21531 / 0.25869 Eh.

The geometry in XYZ format:
```
9
Properties=species:S:1:pos:R:3:forces:R:3
C 0.22901 0.71087 0.12916 -1.2 -0.8 -0.8
C 0.32912 -0.56720 -0.68993 -1.4 0.7 -2.4
S 1.87547 -0.69062 -1.51206 0.2 0.2 -0.6
Cl 0.85285 2.43004 -2.39091 0.3 -0.1 -0.4
H 0.30111 1.66578 -0.50911 -1.1 -1.6 1.0
H -0.62351 0.43575 0.78060 0.4 1.5 0.1
H 1.14829 0.70023 0.57599 2.0 0.5 2.4
H -0.46376 -0.34429 -1.48566 1.0 -1.1 0.4
H 0.11362 -1.53883 -0.22684 -0.2 0.6 0.3
```
Forces are in eV/Å.

natural (NBO) atomic charge list, values in e, 5 entries: number 1, C, carries -0.62; number 2, C, carries -0.63; number 3, S, carries 0.22; number 4, Cl, carries -0.15; number 5, H, carries 0.24

No. 2
# C2H5ClS

2 unconnected molecules or ions with the total composition C2H5ClS (ωB97M-V/def2-TZVPD, the OMol25 dataset).

Its LUMO energy is -0.72 eV. The value obtained for the energy relative to the best compared isomer or geometry (same formula, charge and spin) is 218.9 kJ/mol. The calculation puts the HOMO energy at -8.66 eV. The value obtained for the gap between HOMO and LUMO is 0.29170 Eh.

The geometry in XYZ format:
```
9
Properties=species:S:1:pos:R:3:forces:R:3
C -0.87630 0.74022 -0.08749 -0.3 1.4 3.3
C 2.08514 -0.55497 0.09842 -1.0 4.1 1.7
S 0.75018 1.53781 0.17431 0.3 -1.9 -0.2
Cl 3.67604 -0.06303 -0.10461 0.5 -0.3 -0.2
H -1.76511 1.11265 0.50042 1.3 0.5 -0.3
H -0.88188 -0.23567 0.27928 0.6 -2.0 0.7
H -1.23208 0.65624 -1.02563 -0.6 0.2 -3.6
H 1.47326 -0.72313 -0.70421 -0.9 -1.2 -2.0
H 1.71423 -0.63715 1.09101 0.1 -0.8 0.6
```
Forces are in eV/Å.

natural (NBO) atomic charge list, values in e, 5 entries: number 1, C, carries -0.76; number 2, C, carries -0.33; number 3, S, carries -0.07; number 4, Cl, carries 0.08; number 5, H, carries 0.23

No. 3
# C2H5CoFO2

A molecular structure, C2H5CoFO2 (ωB97M-V/def2-TZVPD, the OMol25 dataset).

Its LUMO energy (alpha / beta) is 0.51 / -4.09 eV. The calculation puts the HOMO energy (alpha / beta) at -6.67 / -10.56 eV. As for the multiplicity: 6. The value obtained for the gap between HOMO and LUMO (alpha / beta) is 0.26389 / 0.23784 Eh.

The geometry in XYZ format:
```
11
Properties=species:S:1:pos:R:3:forces:R:3
Co 1.76072 -1.25792 -0.31409 0.2 -1.7 2.1
O 1.88358 0.54285 -0.98276 -0.3 -0.1 0.4
C -1.27569 -0.20235 0.37687 -0.6 0.2 0.9
O -0.05777 -0.34660 -0.31786 0.6 0.6 -0.7
C 0.60559 0.88041 -0.74161 -1.3 0.3 0.4
H -1.54095 -1.18129 0.79788 0.0 0.3 -0.5
H -1.16756 0.47442 1.24057 0.2 -0.1 -0.3
H -2.03562 0.22381 -0.29743 0.1 -0.4 0.2
H 0.04571 1.24921 -1.62874 0.5 -0.1 0.2
H 0.48129 1.61518 0.08588 0.3 -0.1 -0.4
F 1.30071 -1.99770 1.78131 0.4 1.2 -2.3
```
Forces are in eV/Å.

natural (NBO) atomic charge list, values in e, 5 entries: number 1, Co, carries 1.05; number 2, O, carries -0.60; number 3, C, carries -0.26; number 4, O, carries -0.62; number 5, C, carries 0.18

No. 4
# C2H5FIN

2 unconnected molecules or ions with the total composition C2H5FIN (ωB97M-V/def2-TZVPD, the OMol25 dataset).

Its LUMO energy (alpha / beta) is -0.43 / -0.43 eV. The value obtained for the energy relative to the best compared isomer or geometry (same formula, charge and spin) is 189.0 kJ/mol. The calculation puts the HOMO energy (alpha / beta) at -9.62 / -9.62 eV. The value obtained for the gap between HOMO and LUMO (alpha / beta) is 0.33771 / 0.33767 Eh.

The geometry in XYZ format:
```
10
Properties=species:S:1:pos:R:3:forces:R:3
C 0.91407 -0.48406 0.61802 -3.2 -0.6 2.5
C -0.44750 0.05280 0.07625 1.6 1.1 -0.8
N -0.30926 1.16359 -0.67772 0.9 -1.2 -1.0
F -1.04155 -1.52990 -1.38069 0.8 1.7 1.7
I -2.16623 0.08789 1.26091 0.3 -0.5 -0.3
H 0.60026 -1.44619 0.99968 0.5 -0.8 -0.4
H 1.67271 -0.54769 -0.07670 1.3 -0.2 -1.8
H 1.33563 -0.04595 1.56256 -0.9 0.6 -1.0
H -1.12526 1.58045 -1.12158 0.3 -0.2 0.2
H 0.56712 1.16907 -1.26074 -1.4 0.1 0.8
```
Forces are in eV/Å.

natural (NBO) atomic charge list, values in e, 5 entries: number 1, C, carries -0.69; number 2, C, carries 0.35; number 3, N, carries -0.77; number 4, F, carries -0.71; number 5, I, carries 0.27

No. 5
# C2H5FN2O

C2H5FN2O in the gas phase (ωB97M-V/def2-TZVPD, the OMol25 dataset).

Its LUMO energy is 0.83 eV. The value obtained for the energy relative to the best compared isomer or geometry (same formula, charge and spin) is 0.0 kJ/mol. The calculation puts the HOMO energy at -10.17 eV. As for the SMILES: NC(=O)[C@@H](N)F. The value obtained for the gap between HOMO and LUMO is 0.40415 Eh.

The geometry in XYZ format:
```
11
Properties=species:S:1:pos:R:3:forces:R:3
N -1.47116 0.59168 -0.62360 2.9 -0.2 0.8
C -0.80159 -0.04554 0.42691 -3.0 2.4 -1.7
O -1.57249 -0.46376 1.23964 0.3 -1.7 2.3
C 0.67173 0.09383 0.62162 1.0 -4.7 1.2
N 1.38951 -0.38550 -0.54971 -0.2 -0.7 -0.3
F 1.07894 1.32285 0.81155 0.3 2.6 0.7
H -1.03601 0.70289 -1.49359 0.6 0.3 -1.3
H -2.41816 0.38113 -0.59282 -1.8 -0.3 -0.2
H 0.78205 -0.53008 1.68296 0.3 1.4 -2.5
H 0.97342 -1.17145 -1.08435 0.4 0.8 0.9
H 2.40375 -0.49604 -0.43861 -0.8 0.0 0.1
```
Forces are in eV/Å.

natural (NBO) atomic charge list, values in e, 5 entries: number 1, N, carries -0.81; number 2, C, carries 0.60; number 3, O, carries -0.57; number 4, C, carries 0.28; number 5, N, carries -0.88

No. 6
# C2H5FNO

2 unconnected molecules or ions with the total composition C2H5FNO (ωB97M-V/def2-TZVPD, the OMol25 dataset).

Its charge is -1. Its LUMO energy is 4.34 eV. The value obtained for the energy relative to the best compared isomer or geometry (same formula, charge and spin) is 332.7 kJ/mol. The calculation puts the HOMO energy at -2.66 eV. The value obtained for the gap between HOMO and LUMO is 0.25722 Eh.

The geometry in XYZ format:
```
10
Properties=species:S:1:pos:R:3:forces:R:3
C 0.99724 -0.00197 -0.42797 1.3 -1.4 -0.9
C -0.18457 0.36558 0.39039 1.1 -0.1 -0.2
N -1.23713 -0.08670 -0.13115 -2.7 -0.3 -0.6
O -2.50409 0.33361 -0.02029 0.1 -0.1 0.4
F 0.48455 -0.55292 1.97416 0.1 0.0 0.1
H 1.05818 -1.16753 -0.52503 -0.3 2.1 0.0
H 1.96295 0.24536 0.02571 -0.3 0.2 -0.1
H 0.88048 0.46601 -1.46658 0.4 -0.6 1.3
H -0.35261 1.25543 0.92935 0.4 0.9 0.7
H -1.10499 -0.85688 -0.74859 -0.1 -0.8 -0.6
```
Forces are in eV/Å.

natural (NBO) atomic charge list, values in e, 5 entries: number 1, C, carries -0.64; number 2, C, carries 0.22; number 3, N, carries -0.17; number 4, O, carries -0.75; number 5, F, carries -0.79

In order of appearance, DFT total energy = -25509.029, -25509.990, -46588.482, -14461.086, -9899.800, -8408.196 eV.
In order of appearance, M = 96.6, 96.6, 139.0, 189.0, 92.1, 78.1 g mol⁻¹.